[1]
Computed, not measured: 2 unconnected molecules or ions with the total composition CH2N4O2S2, with wB97M-V/def2-TZVPD.

Each atom is followed by the atoms it is bonded to, with distances in Å.
CARTESIAN COORDINATES (ANGSTROEM)
1 N -0.64 -0.70 1.91  N2 1.118
2 N 0.46 -0.62 1.75  N1 1.118, N10 1.192
3 N 1.76 1.52 -0.83  C11 1.146
4 H 2.04 -0.15 0.96  N10 1.064
5 S -0.71 1.56 -2.17  S7 2.236, C11 1.667
6 H -1.66 -0.52 0.81  O9 1.103
7 S -1.35 -0.46 -1.48  S5 2.236, O8 1.407, O9 1.572
8 O -0.17 -1.18 -1.20  S7 1.407
9 O -2.16 -0.29 -0.14  H6 1.103, S7 1.572
10 N 1.65 -0.63 1.82  N2 1.192, H4 1.064
11 C 0.78 1.46 -1.44  N3 1.146, S5 1.667

Properties
**Net charge**: 0
**Orbital gap**: 9.65 eV
**Energy above the lowest of the compared OMol25 structures with the same formula, charge and spin**: 0.935 eV

[2]
Computed, not measured: 2 unconnected molecules or ions with the total composition CH2N4O8, with wB97M-V/def2-TZVPD.

Each atom is followed by the atoms it is bonded to, with distances in Å.
CARTESIAN COORDINATES (ANGSTROEM)
1 N -0.23 -1.42 2.39  H4 1.041, O11 1.254
2 O 0.97 -1.93 -1.41  N13 1.216
3 O 1.99 1.97 -0.22  N12 1.263
4 H -0.60 -0.74 1.68  N1 1.041
5 O 0.00 0.20 0.37  C7 1.318, N14 1.623
6 O 2.39 -0.34 -1.75  N13 1.257
7 C 1.20 -0.34 0.32  O5 1.318, O10 1.278, N12 1.700, N13 1.523
8 O 3.56 0.72 0.47  N12 1.208
9 O -1.47 0.14 -1.49  N14 1.257
10 O 1.45 -1.15 1.28  C7 1.278
11 O -0.10 -0.77 3.45  N1 1.254
12 N 2.41 0.83 0.12  O3 1.263, C7 1.700, O8 1.208
13 N 1.45 -0.86 -1.10  O2 1.216, O6 1.257, C7 1.523
14 N -0.27 0.42 -1.22  O5 1.623, O9 1.257, H15 1.091
15 H -0.10 1.50 -1.24  N14 1.091

Properties
**Net charge**: -2
**Orbital gap (alpha / beta)**: 6.70 / 6.70 eV

[3]
Computed, not measured: CH2N4OS in the gas phase, with wB97M-V/def2-TZVPD.

Each atom is followed by the atoms it is bonded to, with distances in Å.
CARTESIAN COORDINATES (ANGSTROEM)
1 C 0.35 -0.34 0.13  N4 1.378, S6 1.653, N7 1.410
2 O -0.14 1.98 -0.07  N4 1.347, H8 0.988
3 H -2.62 0.61 0.28  N5 1.005
4 N -0.52 0.72 0.21  C1 1.378, O2 1.347, N5 1.360
5 N -1.76 0.23 -0.06  H3 1.005, N4 1.360, N9 1.335
6 S 2.00 -0.30 -0.02  C1 1.653
7 N -0.46 -1.49 0.00  C1 1.410, N9 1.306
8 H 0.79 1.87 -0.38  O2 0.988
9 N -1.70 -1.11 -0.11  N5 1.335, N7 1.306

Properties
**Net charge**: 0
**Orbital gap**: 8.39 eV
**Energy above the lowest of the compared OMol25 structures with the same formula, charge and spin**: 1.553 eV
**SMILES**: On1[nH]nnc1=S

[4]
Computed, not measured: a gas-phase ion, CH2NO2 (charge -1), with wB97M-V/def2-TZVPD.

Each atom is followed by the atoms it is bonded to, with distances in Å.
CARTESIAN COORDINATES (ANGSTROEM)
1 H -0.08 0.78 1.08  N3 1.006
2 O 1.13 0.81 -0.74  C5 1.199
3 N -0.19 -0.15 0.70  H1 1.006, H4 1.020, C5 1.471
4 H -0.83 -0.77 1.20  N3 1.020
5 C 0.26 -0.01 -0.70  O2 1.199, N3 1.471, O6 1.196
6 O -0.29 -0.66 -1.54  C5 1.196

Properties
**Net charge**: -1
**Orbital gap**: 8.30 eV
**Energy above the lowest of the compared OMol25 structures with the same formula, charge and spin**: 0.593 eV
**SMILES**: NC(=O)[O-]